Entry 1:
Molecular formula: C22H18AuFN3O5S2
Method: DFT, the ωB97M-V functional and the def2-TZVPD basis

Each line ends with the natural charge from an NBO analysis.
Element x y z (Å)
Au: 0.015 -1.056 0.719  1.405
S: -0.764 -3.474 4.334  0.532
C: -0.073 -2.001 4.855  -0.363
C: 0.199 -1.148 3.825  -0.295
C: -0.161 -1.707 2.589  -0.103
C: -0.699 -2.966 2.690  -0.323
C: -1.111 -3.727 1.541  0.191
C: -1.739 -4.970 1.572  -0.218
C: -2.087 -5.574 0.377  -0.112
C: -1.792 -4.941 -0.825  -0.247
C: -1.166 -3.710 -0.787  0.065
N: -0.848 -3.129 0.364  -0.473
H: 0.105 -1.838 5.906  0.263
H: 0.631 -0.166 3.958  0.252
H: -1.950 -5.436 2.524  0.242
H: -2.587 -6.533 0.382  0.243
H: -2.039 -5.398 -1.772  0.248
H: -0.900 -3.169 -1.687  0.232
F: -5.707 2.617 -1.078  -0.289
C: -4.419 2.939 -0.955  0.246
C: -3.488 2.298 -1.672  -0.023
N: -2.155 2.627 -1.606  -0.421
C: -1.150 1.719 -2.108  -0.325
C: -0.690 0.746 -1.018  0.788
O: -0.038 -0.287 -1.356  -0.744
O: -0.992 0.970 0.175  -0.668
C: -1.701 3.657 -0.779  0.802
O: -0.535 3.982 -0.739  -0.621
N: -2.687 4.264 -0.042  -0.629
C: -4.051 3.954 0.031  0.599
O: -4.779 4.480 0.831  -0.534
H: -3.768 1.505 -2.351  0.230
H: -0.280 2.282 -2.444  0.275
H: -1.544 1.130 -2.934  0.239
H: -2.369 4.968 0.608  0.438
C: 4.608 -1.440 -0.962  -0.791
S: 2.838 -1.036 -1.010  1.270
O: 2.334 -1.519 0.334  -1.022
C: 2.989 0.744 -0.863  -0.289
C: 2.823 1.352 0.369  -0.230
C: 2.827 2.738 0.436  -0.184
C: 2.958 3.492 -0.721  -0.169
C: 3.136 2.868 -1.949  -0.210
C: 3.152 1.484 -2.024  -0.168
H: 5.104 -0.874 -0.177  0.248
H: 5.017 -1.187 -1.939  0.245
H: 4.688 -2.510 -0.786  0.251
H: 2.705 0.742 1.258  0.234
H: 2.721 3.229 1.394  0.229
H: 2.906 4.571 -0.666  0.234
H: 3.235 3.458 -2.851  0.231
H: 3.278 0.977 -2.974  0.217

strongest force on any atom = 1.47 eV/A
charge = +1
orbital gap = 0.2037 Eh
E = -65886.604 eV
energy relative to the best compared isomer or geometry (same formula, charge and spin) = 0.540 eV

---

Entry 2:
Molecular formula: C4H3NO2
Method: DFT, the ωB97M-V functional and the def2-TZVPD basis

Each line ends with the natural charge from an NBO analysis.
Element x y z (Å)
C: 0.283 -1.784 1.105  0.192
C: 0.184 0.625 0.494  -0.293
C: -0.249 1.694 -0.499  0.375
C: 0.052 -0.659 0.290  0.231
N: 0.420 -2.651 1.822  -0.213
O: -0.174 2.899 -0.146  -0.496
O: -0.528 -1.192 -1.298  -0.721
H: 0.299 1.191 1.481  0.280
H: -0.511 1.533 -1.575  0.175
H: 0.223 -1.656 -1.674  0.469

strongest force on any atom = 5.01 eV/A
SMILES = N#C/C(O)=C/C=O
orbital gap = 0.3520 Eh
E = -9777.998 eV
energy relative to the best compared isomer or geometry (same formula, charge and spin) = 3.688 eV

---

Entry 3:
Molecular formula: C49H46IrN3OP2S
Method: DFT, the ωB97M-V functional and the def2-TZVPD basis

Each line ends with the Mulliken charge.
Element x y z (Å)
Ir: 0.152 -0.185 0.135  1.891
N: 1.876 -1.567 -1.737  0.386
P: 2.043 0.017 -1.163  0.048
C: 3.681 0.096 -0.432  0.968
C: 4.185 -1.040 0.207  -0.730
C: 5.448 -1.013 0.774  -0.825
C: 6.207 0.149 0.720  -0.658
C: 5.705 1.283 0.099  -0.904
C: 4.445 1.258 -0.478  -0.571
C: 2.034 1.119 -2.580  0.559
C: 3.105 1.063 -3.479  -0.481
C: 3.089 1.840 -4.623  -0.868
C: 2.014 2.687 -4.870  -0.677
C: 0.955 2.752 -3.978  -0.958
C: 0.959 1.968 -2.832  0.456
P: 0.516 -2.225 -0.991  0.096
C: 1.061 -3.848 -0.451  0.758
C: 1.238 -4.200 0.881  -0.163
C: 1.743 -5.453 1.201  -0.795
C: 2.074 -6.343 0.192  -0.531
C: 1.899 -5.992 -1.142  -0.826
C: 1.388 -4.749 -1.470  -0.659
C: -0.787 -2.494 -2.198  0.544
C: -0.949 -1.587 -3.243  -0.431
C: -1.997 -1.749 -4.135  -0.604
C: -2.890 -2.802 -3.977  -0.703
C: -2.735 -3.701 -2.930  -0.711
C: -1.684 -3.549 -2.038  -0.614
H: 2.557 -2.079 -2.284  0.334
H: 3.597 -1.950 0.263  0.328
H: 5.843 -1.899 1.252  0.476
H: 7.196 0.167 1.159  0.429
H: 6.297 2.187 0.056  0.459
H: 4.072 2.138 -0.982  0.767
H: 3.953 0.416 -3.285  0.483
H: 3.914 1.791 -5.321  0.456
H: 2.006 3.298 -5.764  0.426
H: 0.120 3.412 -4.173  0.505
H: 0.121 2.010 -2.147  -0.446
H: 0.979 -3.508 1.671  0.387
H: 1.875 -5.732 2.238  0.472
H: 2.469 -7.319 0.442  0.436
H: 2.153 -6.692 -1.926  0.453
H: 1.229 -4.494 -2.512  0.484
H: -0.260 -0.759 -3.366  0.163
H: -2.114 -1.057 -4.958  0.506
H: -3.705 -2.927 -4.678  0.443
H: -3.421 -4.530 -2.820  0.474
H: -1.558 -4.259 -1.227  0.544
C: -3.187 3.391 -2.282  -1.555
C: -3.461 2.314 -1.229  2.391
C: -4.482 1.315 -1.793  -1.695
C: -4.033 2.930 0.052  -1.293
C: -2.212 1.591 -0.900  0.372
C: -1.246 0.919 -0.622  -0.513
H: -4.119 3.889 -2.553  0.493
H: -2.759 2.951 -3.184  0.350
H: -2.496 4.145 -1.904  0.107
H: -5.415 1.834 -2.017  0.470
H: -4.709 0.532 -1.067  0.352
H: -4.121 0.857 -2.716  0.351
H: -4.976 3.433 -0.169  0.465
H: -3.347 3.656 0.479  0.061
H: -4.224 2.158 0.800  0.293
N: -3.475 -2.229 1.165  0.027
C: -2.750 -1.350 0.454  -0.906
N: -1.571 -1.138 0.997  0.027
C: -1.528 -1.917 2.152  0.613
C: -0.534 -2.037 3.121  -0.774
C: -0.776 -2.903 4.168  -0.661
C: -1.978 -3.626 4.258  -0.610
C: -2.977 -3.495 3.315  -1.004
C: -2.726 -2.619 2.263  0.519
H: -4.403 -2.536 0.926  0.252
H: -3.089 -0.904 -0.466  0.574
H: 0.378 -1.452 3.071  0.498
H: -0.031 -3.027 4.942  0.467
H: -2.130 -4.287 5.099  0.430
H: -3.909 -4.037 3.400  0.459
O: 1.037 1.543 1.037  -0.242
S: 0.791 2.665 2.080  -0.652
C: -0.324 3.938 1.540  0.980
C: -1.150 4.431 2.538  -0.525
C: -1.889 5.583 2.291  -0.727
C: -1.788 6.216 1.065  -0.577
C: -0.973 5.693 0.063  -0.821
C: -0.243 4.541 0.288  0.027
C: 2.281 3.621 1.975  0.802
C: 2.919 3.847 0.763  0.243
C: 4.035 4.666 0.744  -1.042
C: 4.500 5.241 1.922  -0.591
C: 3.857 4.998 3.125  -0.727
C: 2.737 4.178 3.159  -0.373
H: -1.193 3.945 3.505  0.466
H: -2.532 5.984 3.063  0.451
H: -2.352 7.121 0.879  0.412
H: -0.899 6.200 -0.890  0.496
H: 0.401 4.137 -0.481  0.150
H: 2.549 3.392 -0.148  0.233
H: 4.543 4.861 -0.192  0.523
H: 5.372 5.882 1.899  0.438
H: 4.227 5.438 4.040  0.436
H: 2.227 3.980 4.094  0.487

strongest force on any atom = 2.04 eV/A
charge = +2
orbital gap = 0.2565 Eh
E = -90316.895 eV
energy relative to the best compared isomer or geometry (same formula, charge and spin) = 1.811 eV

---

Entry 4:
Molecular formula: C3H6N2O2
Method: DFT, the ωB97M-V functional and the def2-TZVPD basis

Each line ends with the natural charge from an NBO analysis.
Element x y z (Å)
C: -0.902 -1.164 0.645  -0.435
N: -0.150 0.069 0.770  -0.258
C: 1.616 -0.306 -0.549  0.505
C: 1.238 0.857 -0.983  0.090
O: -0.973 1.192 0.647  -0.574
N: 0.534 1.684 -1.593  -0.654
O: 2.279 -1.091 0.038  -0.506
H: -0.626 1.716 -0.119  0.486
H: -0.093 1.346 -2.329  0.353
H: 0.332 0.128 1.668  0.367
H: -1.374 -1.183 -0.337  0.208
H: -0.205 -1.994 0.730  0.222
H: -1.677 -1.253 1.411  0.198

strongest force on any atom = 1.86 eV/A
SMILES = N=C=C=O.CNO
orbital gap = 0.2936 Eh
E = -10278.702 eV
energy relative to the best compared isomer or geometry (same formula, charge and spin) = 6.096 eV

---

Entry 5:
Molecular formula: C6H12O
Method: DFT, the ωB97M-V functional and the def2-TZVPD basis

Each line ends with the natural charge from an NBO analysis.
Element x y z (Å)
C: 2.556 -0.214 0.105  -0.607
C: 1.241 0.069 -0.618  -0.413
C: 0.180 0.670 0.301  0.108
C: -1.137 0.996 -0.421  -0.472
C: -2.082 -0.145 -0.728  -0.184
C: -1.899 -1.444 -0.494  -0.413
O: 0.001 -0.207 1.406  -0.727
H: 2.963 0.705 0.546  0.200
H: 2.409 -0.937 0.913  0.220
H: 3.304 -0.614 -0.588  0.207
H: 1.414 0.787 -1.430  0.199
H: 0.854 -0.849 -1.078  0.206
H: 0.581 1.628 0.679  0.156
H: -1.695 1.740 0.170  0.213
H: -0.886 1.514 -1.358  0.226
H: -3.026 0.180 -1.174  0.198
H: -0.886 -0.068 1.758  0.472
H: -2.673 -2.162 -0.755  0.200
H: -0.991 -1.826 -0.033  0.212

strongest force on any atom = 0.33 eV/A
SMILES = C=CC[C@@H](O)CC
orbital gap = 0.3924 Eh
E = -8463.334 eV
energy relative to the best compared isomer or geometry (same formula, charge and spin) = 1.020 eV